# 1
Below is a cluster of 2 separate species, C5H9NO in total in a non-equilibrium geometry, with properties calculated with the ωB97M-V functional and the def2-TZVPD basis.

```
16
C5H9NO the ωB97M-V functional and the def2-TZVPD basis
C 0.460 1.666 -1.045
C 0.416 0.239 -0.656
C 1.383 -0.591 -0.152
C 0.757 -1.875 0.148
C -0.582 -1.728 -0.286
N -0.768 -0.447 -0.753
H -0.111 2.226 -0.282
H 0.022 1.748 -2.029
H 1.499 2.073 -0.998
H 2.441 -0.300 0.010
H 1.105 -2.647 0.754
H -1.405 -2.417 -0.001
H -1.538 0.209 -0.899
O -0.970 0.785 1.831
H -1.393 1.201 2.581
H -1.317 -0.144 1.776
```

HOMO-LUMO gap: 0.316 hartree
Charge: 0
HOMO energy: -7.8 eV
Max |F|: 4.20 eV Å⁻¹
Energy relative to the best compared isomer or geometry (same formula, charge and spin): 31.5 kcal/mol

=====

# 2
Below is a structure of composition C40H49BCl3N9S4Tc, with properties calculated with the ωB97M-V functional and the def2-TZVPD basis.

```
107
C40H49BCl3N9S4Tc the ωB97M-V functional and the def2-TZVPD basis
Tc 0.013 0.065 0.570
C 1.866 0.552 -4.444
C 0.719 -0.298 -4.011
C 0.190 -1.266 -4.811
C -0.905 -2.037 -4.366
N -1.416 -1.846 -3.176
N -0.874 -0.939 -2.352
B -1.541 -0.953 -0.920
N -2.951 -0.299 -1.057
N -3.849 -0.936 -1.818
C -4.991 -0.347 -2.055
C -5.265 0.950 -1.542
C -4.350 1.606 -0.772
C -4.563 2.966 -0.199
C -3.143 0.900 -0.530
S -1.867 1.519 0.411
C -6.015 -1.049 -2.934
C -5.571 -2.462 -3.315
C -7.347 -1.141 -2.172
C -6.206 -0.203 -4.203
N -1.739 -2.410 -0.418
N -2.889 -2.904 0.010
C -2.927 -4.173 0.349
C -1.812 -5.007 0.121
C -0.594 -4.477 -0.217
C 0.669 -5.262 -0.333
C -0.582 -3.080 -0.352
S 0.826 -2.069 -0.305
C -4.141 -4.707 1.092
C -3.666 -5.095 2.504
C -5.244 -3.660 1.225
C -4.692 -5.950 0.376
C 0.169 -0.161 -2.701
S 0.925 0.915 -1.614
C -1.566 -3.094 -5.238
C -0.620 -3.594 -6.334
C -2.783 -2.443 -5.907
C -1.992 -4.285 -4.370
H 2.131 0.337 -5.476
H 2.734 0.375 -3.807
H 1.617 1.610 -4.354
H 0.608 -1.436 -5.793
H -6.204 1.429 -1.788
H -5.415 3.454 -0.669
H -3.680 3.592 -0.336
H -4.753 2.900 0.875
H -5.647 -3.139 -2.468
H -4.542 -2.493 -3.656
H -6.218 -2.842 -4.107
H -7.219 -1.657 -1.218
H -8.065 -1.706 -2.767
H -7.785 -0.161 -1.979
H -5.263 -0.071 -4.737
H -6.613 0.785 -3.978
H -6.909 -0.701 -4.873
H -1.901 -6.070 0.311
H 0.464 -6.330 -0.372
H 1.315 -5.064 0.526
H 1.223 -4.979 -1.229
H -3.361 -4.212 3.070
H -2.827 -5.793 2.476
H -4.481 -5.579 3.043
H -4.863 -2.720 1.626
H -6.007 -4.038 1.907
H -5.722 -3.457 0.272
H -4.023 -6.808 0.457
H -4.878 -5.750 -0.682
H -5.638 -6.239 0.833
H -0.352 -2.809 -7.042
H -1.122 -4.376 -6.903
H 0.295 -4.023 -5.919
H -2.472 -1.637 -6.577
H -3.461 -2.024 -5.168
H -3.324 -3.182 -6.500
H -1.120 -4.767 -3.921
H -2.505 -5.024 -4.988
H -2.666 -3.974 -3.571
Cl 4.982 1.069 2.754
C 4.336 -0.556 2.466
Cl 5.360 -1.454 1.329
Cl 4.149 -1.437 3.991
C 3.017 -0.407 1.865
N 1.981 -0.272 1.410
C -0.850 -0.920 1.928
H -0.391 -1.816 2.356
H -1.898 -0.818 2.219
S 1.785 5.701 3.733
C 1.235 4.246 2.953
C 1.442 4.134 1.573
C 1.038 3.001 0.911
N 0.451 1.962 1.532
C 0.233 2.075 2.857
C 0.604 3.176 3.593
C 1.208 5.470 5.406
C -0.085 5.829 5.758
C -0.476 5.641 7.078
N 0.332 5.150 8.011
C 1.575 4.834 7.669
C 2.066 4.974 6.375
H 1.911 4.932 1.013
H 1.177 2.922 -0.157
H -0.256 1.238 3.333
H 0.399 3.193 4.653
H -0.770 6.249 5.032
H -1.479 5.905 7.395
H 2.214 4.452 8.457
H 3.087 4.705 6.140
```

2S+1: 2
HOMO-LUMO gap (spin up / spin down): 0.284 / 0.241 hartree
Charge: +2
HOMO energy (spin up / spin down): -13.2 / -13.1 eV
Max |F|: 0.99 eV Å⁻¹
Energy relative to the best compared isomer or geometry (same formula, charge and spin): 32.2 kcal/mol

=====

# 3
Below is a structure of composition C24H52FKN4O4 in a non-equilibrium geometry, with properties calculated with the ωB97M-V functional and the def2-TZVPD basis.

```
86
C24H52FKN4O4 the ωB97M-V functional and the def2-TZVPD basis
K 2.158 -1.743 1.045
F 0.389 -0.247 -0.064
C 1.210 -0.231 3.491
O 2.071 -1.121 3.623
N 0.394 0.252 4.435
C -0.845 0.978 4.001
C 0.416 -0.340 5.727
H 0.976 0.316 2.561
H -0.550 1.501 3.090
H -1.198 1.740 4.732
H -1.664 0.202 3.890
H 0.453 -1.437 5.611
H 1.330 -0.042 6.293
H -0.403 0.016 6.345
C 2.205 -1.432 -2.262
O 3.064 -2.255 -1.835
N 1.711 -1.438 -3.502
C 2.079 -2.481 -4.463
C 0.734 -0.401 -3.932
H 1.724 -0.717 -1.599
H 1.150 -2.818 -5.025
H 2.454 -3.308 -3.925
H 2.912 -2.221 -5.176
H 1.083 0.240 -4.727
H -0.199 -0.795 -4.283
H 0.572 0.283 -3.087
C 0.094 4.694 0.665
C 0.454 3.733 -0.563
C 1.126 4.556 -1.711
C 2.584 4.891 -1.515
C 3.362 3.598 -1.123
C 2.829 2.942 0.157
N 1.384 2.602 -0.163
O 0.855 1.911 0.990
C 3.582 1.591 0.422
C 2.980 3.752 1.395
C -0.819 3.110 -1.175
H -0.898 4.996 0.386
H 0.682 5.564 0.790
H 0.087 4.177 1.600
H 0.947 4.006 -2.597
H 0.538 5.433 -1.915
H 2.663 5.595 -0.633
H 2.987 5.258 -2.404
H 4.394 3.815 -0.993
H 3.196 2.881 -1.862
H 3.290 1.236 1.382
H 3.301 0.858 -0.351
H 4.716 1.758 0.454
H 2.676 4.780 1.311
H 2.439 3.334 2.218
H 4.008 3.727 1.765
H -0.549 2.659 -2.194
H -1.523 3.936 -1.416
H -1.376 2.383 -0.546
H 0.682 0.992 0.552
C -2.906 -1.014 0.734
C -2.578 -2.478 1.102
C -3.922 -3.207 1.045
C -4.458 -3.348 -0.382
C -3.360 -4.153 -1.204
C -2.001 -3.511 -1.251
N -1.633 -3.232 0.199
O -0.369 -2.621 0.249
C -0.828 -4.389 -1.743
C -2.071 -2.230 -2.147
C -2.004 -2.699 2.542
H -3.536 -0.630 1.526
H -3.350 -0.979 -0.242
H -2.063 -0.394 0.683
H -3.809 -4.185 1.588
H -4.618 -2.746 1.689
H -4.675 -2.394 -0.863
H -5.366 -4.038 -0.505
H -3.789 -4.267 -2.138
H -3.278 -5.187 -0.817
H -0.966 -4.752 -2.730
H 0.077 -3.841 -1.655
H -0.836 -5.260 -1.111
H -1.184 -1.586 -1.929
H -1.993 -2.586 -3.202
H -2.990 -1.631 -2.031
H -2.769 -2.271 3.246
H -1.048 -2.189 2.681
H -2.072 -3.744 2.744
H -0.523 -1.703 0.031
```

HOMO-LUMO gap: 0.306 hartree
Charge: 0
HOMO energy: -7.9 eV
Max |F|: 3.30 eV Å⁻¹